(1)
A structure of composition C17H23CoN9O3S in a non-equilibrium geometry, computed with wB97M-V/def2-TZVPD.

## Properties
DFT total energy in eV: -86009.212
Kohn-Sham gap (alpha / beta) in Eh: 0.279 / 0.279
Largest force on an atom in eV Å⁻¹: 1.68
Charge: +1

```
54
Properties=species:S:1:pos:R:3:forces:R:3
Co 1.16437 0.16542 0.31320 0.3 -1.3 0.7
S 1.66530 -0.64655 2.35697 0.0 0.2 0.0
O 0.32268 -2.41068 -1.54279 0.0 0.0 0.0
O 1.08087 1.85711 0.92008 0.9 0.6 -1.3
O 1.69104 -3.83316 -0.70395 0.1 0.1 0.1
N 3.90739 -2.94648 0.25626 -0.1 0.0 -0.1
N 3.32007 0.54911 0.06234 -0.3 0.2 0.1
N -0.90995 -1.20910 1.75306 0.1 0.0 0.0
N 0.37617 0.67287 -1.39355 0.0 0.3 -0.1
N -0.20578 -1.80206 3.82447 0.0 0.0 0.0
N 1.32762 -2.68925 -0.93562 0.0 0.0 -0.1
N 3.99542 -0.66404 0.21770 -0.1 -0.1 0.0
N -0.54462 -0.60461 0.59601 0.1 0.4 -0.1
N 2.07242 -1.59734 -0.51541 -0.2 0.1 0.2
C -5.22935 -2.33691 -0.42502 0.0 0.0 0.0
C -1.38395 -0.53381 -0.38205 0.0 0.1 0.0
C -0.35683 3.76186 1.22133 0.0 0.0 0.0
C 0.27721 1.70699 -3.52379 0.0 0.0 0.0
C -5.10853 -0.96585 -0.59633 0.0 0.0 0.0
C 2.14992 3.90599 1.42211 0.0 0.0 0.0
C 3.29902 -1.80341 -0.00170 -0.1 0.1 -0.1
C -4.09850 -3.11607 -0.21960 0.0 0.0 0.0
C -3.85470 -0.37457 -0.57734 0.0 0.0 0.1
C -0.87758 0.21572 -1.54525 0.0 0.0 0.0
C 0.05734 -1.25018 2.63234 0.0 0.0 0.0
C 0.91641 3.04009 1.63998 -0.6 -0.5 0.7
C 0.93454 1.41210 -2.34232 0.0 -0.1 0.0
C -1.58840 0.44542 -2.71039 0.0 0.0 0.0
C -0.99806 1.20097 -3.71167 0.0 0.0 0.0
C -2.84526 -2.52923 -0.18439 0.0 0.0 -0.1
C -2.71966 -1.15533 -0.37353 -0.1 0.0 0.0
H 2.03235 4.87348 1.91278 0.0 0.0 0.0
H 4.87222 -0.68620 0.71305 0.0 0.0 0.0
H -4.19373 -4.18501 -0.08436 0.0 0.0 0.0
H 3.04285 3.43347 1.83847 0.0 0.0 0.0
H -0.52495 4.65210 1.82951 0.0 0.0 0.0
H -6.20692 -2.79969 -0.44793 0.0 0.0 0.0
H 3.39462 -3.80022 0.09062 0.0 0.0 0.0
H -3.76269 0.69944 -0.68759 0.0 0.0 0.0
H 0.84747 2.80403 2.71339 0.0 0.1 0.0
H -1.96245 -3.13337 -0.02563 0.0 0.0 0.0
H -1.53489 1.39574 -4.63007 0.0 0.0 0.0
H 2.29866 4.08239 0.35363 0.0 0.0 0.0
H 3.40304 1.14331 0.88319 0.0 0.0 0.0
H 0.48651 -1.81424 4.54973 0.0 0.0 0.0
H -2.57809 0.03064 -2.82909 0.0 0.0 0.0
H 1.93305 1.77702 -2.14525 0.0 0.0 0.0
H 3.66754 1.04097 -0.75483 0.0 0.0 0.0
H 0.76200 2.31336 -4.27470 0.0 0.0 0.0
H -5.98888 -0.35518 -0.74425 0.0 0.0 0.0
H -0.29084 4.06604 0.17334 0.0 0.0 0.0
H 4.81599 -2.96052 0.68707 0.0 0.0 -0.1
H -1.21576 3.09979 1.33627 0.0 0.0 0.0
H -1.13370 -2.14234 4.01149 0.0 0.0 0.0
```
Positions in Å, forces in eV/Å.

(2)
A cluster of 2 separate species, C3H7BCl2O2 in total in a non-equilibrium geometry, computed with wB97M-V/def2-TZVPD.

## Properties
DFT total energy in eV: -33041.335
Kohn-Sham gap in Eh: 0.315
Largest force on an atom in eV Å⁻¹: 6.23
Charge: 0

```
15
Properties=species:S:1:pos:R:3:forces:R:3
Cl -1.37298 -1.93047 -0.23506 0.0 -0.8 -0.2
Cl 3.01110 -0.96012 0.87344 -0.2 -0.3 0.3
O -2.44051 1.19724 -1.35833 -1.3 -0.4 0.2
O -0.15187 1.85467 -1.62399 -0.1 2.5 -1.1
C -0.14689 -0.70996 -0.41776 -3.5 4.9 1.6
C 0.42753 -0.26308 0.94317 -1.1 1.7 1.1
C 1.33264 -1.26860 1.61790 1.7 -2.2 -0.7
B -1.13311 1.04701 -1.22536 2.0 -3.2 1.3
H 1.17070 -2.40451 1.27444 -0.1 2.7 1.2
H 0.53159 -0.76503 -1.19239 1.5 -1.0 -1.4
H -0.36527 0.06790 1.73829 0.8 -0.9 -1.7
H 1.53946 -1.17042 2.72562 -0.7 -0.1 -1.4
H 0.99247 0.70715 0.78151 -0.4 -1.2 0.1
H -2.88143 1.89358 -1.86224 0.4 -0.1 0.1
H -0.51343 2.70464 -2.03924 0.9 -1.6 0.8
```
Positions in Å, forces in eV/Å.

Summary of relative energy (zero: lowest compared OMol25 entry of this formula, charge and spin) in kcal/mol
18.6 48.1
(order as listed above)